No. 1
This record from the Open Molecules 2025 dataset describes a structure of composition C16H50F3O14Y. The level of theory is ωB97M-V/def2-TZVPD.

Output
* E_HOMO: -0.306 Ha
* LUMO: -2.0 eV
* multiplicity: 1
* net charge: 0

Cartesian coordinates (Å):
Y1 2.880806 -2.135457 0.448338
O1 2.193830 -4.186649 -0.303013
C1 2.248788 -4.332629 -1.721963
C2 2.594128 -3.065424 -2.529182
O2 3.187816 -2.007744 -1.828518
H1 1.334030 -4.808110 -2.089215
H2 3.066642 -5.065807 -1.826264
H3 1.622249 -2.764491 -2.969108
H4 3.159957 -3.356586 -3.425928
C3 0.165763 -0.801827 0.755082
O3 1.238504 -0.364844 -0.113038
O4 0.553389 -2.005557 1.146178
C4 -0.152019 0.210527 1.868297
F1 0.928557 0.424067 2.684321
F2 -0.473619 1.404935 1.366358
F3 -1.180528 -0.152617 2.631929
C5 1.388429 1.030593 -0.471601
C6 2.348400 1.111894 -1.634444
H5 1.997270 0.555296 -2.502841
H6 2.506318 2.155277 -1.909359
H7 3.317577 0.667762 -1.387273
H8 1.793988 1.570933 0.386465
H9 0.420460 1.444154 -0.745146
H10 -0.768152 -0.834840 0.160009
C7 -4.611893 -2.124037 0.136580
O5 -3.302656 -1.900615 0.609785
H11 -5.289381 -1.305135 0.396326
H12 -4.626282 -2.311650 -0.943144
H13 -4.964910 -3.041732 0.607656
H14 -2.995140 -1.058662 0.253394
C8 6.003479 0.158360 -2.700216
O6 5.824811 -1.232512 -2.479972
H15 5.750541 0.734165 -1.794473
H16 7.030413 0.353872 -2.984234
H17 5.301648 0.528823 -3.457800
H18 4.870809 -1.407354 -2.374254
C9 -0.160755 3.521159 -3.561168
O7 -0.436130 2.944093 -4.858923
H19 -0.208386 2.706455 -2.836035
H20 0.871315 3.875573 -3.541776
H21 -0.895567 4.296852 -3.368400
H22 -1.025978 3.543485 -5.321040
C10 -3.828602 -1.852548 4.641000
O8 -3.265500 -2.838658 5.491069
H23 -4.856666 -2.121846 4.390754
H24 -3.875309 -0.859353 5.103789
H25 -3.208422 -1.773898 3.748927
H26 -3.978656 -3.392769 5.811260
C11 0.164840 4.822773 1.419691
O9 0.214472 5.845201 0.432716
H27 0.030996 5.253158 2.419338
H28 -0.612235 4.082418 1.220885
H29 1.124102 4.308514 1.473280
H30 -0.673276 6.189489 0.306903
C12 -2.876355 2.042339 -0.804379
O10 -3.208635 0.843900 -0.131993
H31 -2.491701 1.865576 -1.807027
H32 -3.732376 2.717903 -0.906265
H33 -2.106125 2.608162 -0.264855
H34 -3.654629 1.126592 0.673428
C13 -1.663079 -4.398715 -0.913963
O11 -1.300846 -5.615619 -0.275634
H35 -1.212358 -4.291892 -1.905848
H36 -2.756281 -4.368688 -0.974249
H37 -1.348783 -3.542884 -0.322603
H38 -1.439677 -6.329298 -0.902266
C14 -0.900734 1.192509 5.591743
O12 -0.517769 2.333182 4.832505
H39 -1.318877 1.509626 6.542285
H40 -1.580382 0.520624 5.057314
H41 -0.060980 0.520076 5.814707
H42 0.189781 2.052881 4.246389
C15 -1.736847 -1.036688 -3.271034
O13 -2.715292 -2.011638 -3.629271
H43 -2.104561 -0.399541 -2.449986
H44 -0.829615 -1.519357 -2.915642
H45 -1.451025 -0.330307 -4.060805
H46 -3.458632 -1.554797 -4.029925
C16 3.782878 2.860966 2.268193
O14 4.532324 2.120369 1.299800
H47 3.186289 3.621336 1.761731
H48 3.172613 2.212391 2.894026
H49 4.461519 3.431153 2.910740
H50 4.395878 1.183378 1.440851

Forces on atoms 1 to 6 (eV/Å):
Y -4.1 -2.8 -4.0
O 0.9 3.4 0.7
C 1.6 -1.0 1.3
C -1.4 -0.1 -0.8
O 0.2 -0.3 2.5
H -0.1 0.2 0.0

Results of the Mulliken charge analysis, in e, for atoms 1 through 8: number 1, Y, carries 1.36; number 2, O, carries -0.77; number 3, C, carries -0.24; number 4, C, carries -0.27; number 5, O, carries -0.36; number 6, H, carries 0.21; number 7, H, carries 0.34; number 8, H, carries 0.01

***

No. 2
This record from the Open Molecules 2025 dataset describes a cluster of 8 separate species, C16H51N3O8 in total. The level of theory is ωB97M-V/def2-TZVPD.

Output
* E_HOMO: -0.303 Ha
* LUMO: 0.4 eV
* multiplicity: 1
* net charge: 0

Cartesian coordinates (Å):
O1 13.187313 18.819677 -3.252794
H1 13.737614 18.388988 -2.526463
H2 13.168627 18.215980 -4.042936
H3 13.583133 19.710317 -3.512000
O2 12.301181 19.463612 -6.418625
H4 12.446499 19.953756 -5.545440
H5 12.077740 18.488176 -6.196197
H6 13.168612 19.530526 -6.851682
C1 14.200858 22.869884 -5.867570
C2 14.187950 22.089919 -4.565091
O3 13.331225 20.996423 -4.637819
H7 14.755505 23.815829 -5.822763
H8 13.206966 23.202967 -6.175542
H9 14.648645 22.289739 -6.681747
H10 13.839062 22.827530 -3.820055
H11 15.195415 21.762342 -4.267838
C3 10.874751 15.923749 -6.564274
C4 12.236443 15.956364 -5.872730
O4 12.437937 17.158286 -5.204241
H12 10.106480 16.330439 -5.909262
H13 10.639440 14.973235 -7.044391
H14 10.949229 16.630420 -7.404960
H15 13.039091 15.825362 -6.626199
H16 12.329748 15.077455 -5.211149
C5 15.749147 16.889947 0.599885
C6 15.382246 17.849673 -0.542989
C7 16.018388 17.289551 -1.807461
O5 15.721212 18.055996 -2.955673
C8 16.503426 19.232307 -3.054758
N1 13.937306 18.008951 -0.711772
H17 16.779818 16.537984 0.474941
H18 15.222393 15.931376 0.511611
H19 15.619645 17.282780 1.605022
H20 15.864747 18.790585 -0.269839
H21 15.707586 16.249154 -1.955334
H22 17.108307 17.215972 -1.705149
H23 17.576207 19.070236 -2.957613
H24 16.190949 20.018102 -2.351145
H25 16.201765 19.667617 -4.010179
H26 13.499169 18.541917 0.031854
H27 13.492993 17.096041 -0.628030
C9 16.016165 16.980399 -8.155095
C10 16.229438 16.775642 -6.664213
C11 17.684892 16.884832 -6.254802
O6 17.770257 16.751518 -4.854232
C12 19.106219 16.746588 -4.379986
N2 15.327967 17.665869 -5.899362
H28 16.425937 16.179874 -8.771619
H29 16.388724 17.954467 -8.478780
H30 14.941427 16.979217 -8.355605
H31 15.895366 15.746032 -6.458925
H32 18.136469 17.841369 -6.546715
H33 18.153669 16.082293 -6.843076
H34 19.837440 16.536888 -5.164376
H35 19.217511 15.915321 -3.679465
H36 19.316470 17.702489 -3.896733
H37 14.424221 17.206420 -6.022174
H38 15.461163 17.523229 -4.897505
C13 8.118861 17.205431 -3.519773
C14 9.263622 17.990826 -2.892316
C15 10.109443 17.234585 -1.906299
O7 9.584054 17.330091 -0.596680
C16 10.256798 16.462909 0.279493
N3 10.019895 18.822517 -3.869881
H39 7.491951 16.785579 -2.725186
H40 8.492405 16.379435 -4.130561
H41 7.423073 17.841164 -4.068166
H42 8.743612 18.786561 -2.337976
H43 11.131024 17.642377 -1.874615
H44 10.216077 16.193071 -2.247594
H45 11.226228 16.894964 0.581257
H46 10.432265 15.469157 -0.138374
H47 9.687913 16.427727 1.207878
H48 9.416939 18.946039 -4.677964
H49 10.802542 18.251350 -4.202373
O8 11.130031 21.289690 -2.639904
H50 10.434338 20.767588 -3.067145
H51 11.883718 21.220046 -3.247194

Forces on atoms 1 to 6 (eV/Å):
O 0.3 -0.5 0.6
H -0.5 0.4 0.1
H -0.3 -0.7 -0.5
H -0.5 0.9 -1.0
O -0.7 0.1 -0.5
H 0.7 1.3 0.3

Results of the Mulliken charge analysis, in e, for atoms 1 through 8: number 1, O, carries 0.20; number 2, H, carries 0.36; number 3, H, carries 0.45; number 4, H, carries 0.28; number 5, O, carries -0.49; number 6, H, carries 0.50; number 7, H, carries 0.19; number 8, H, carries 0.44

***

No. 3
This record from the Open Molecules 2025 dataset describes a structure of composition C16H52BO16Pd2PtS2. The level of theory is ωB97M-V/def2-TZVPD.

Output
* E_HOMO (spin up / spin down): -0.427 / -0.436 Ha
* LUMO (spin up / spin down): -2.7 / -5.7 eV
* multiplicity: 7
* net charge: +1

Cartesian coordinates (Å):
Pt1 -2.119728 2.321560 -1.114105
Pd1 -3.906733 -0.548833 0.836643
Pd2 0.166432 1.843033 2.904605
B1 -3.952342 0.739537 -1.242176
H1 -4.102752 1.379802 -0.218076
H2 -2.888362 0.183341 -1.353028
H3 -4.776047 -0.153019 -1.245118
H4 -4.198503 1.433893 -2.200489
S1 -0.588258 -0.302292 0.541782
O1 -0.084467 0.037821 1.907075
O2 -0.750236 0.897284 -0.281919
O3 0.363286 -1.168306 -0.148670
O4 -1.874799 -0.995138 0.755673
S2 -2.881745 2.486534 2.203661
O5 -3.515522 1.155565 1.983494
O6 -1.758177 2.406750 3.219721
O7 -2.253299 2.923624 0.908803
O8 -3.834770 3.429460 2.683621
C1 -0.094091 5.038189 -3.228893
C2 0.737758 4.308188 -2.222465
O9 -0.090586 3.639970 -1.270529
H5 -0.889197 5.633689 -2.775798
H6 -0.551144 4.407268 -3.990034
H7 0.520499 5.758440 -3.775532
H8 1.417431 5.011152 -1.728615
H9 1.438779 3.628005 -2.723484
H10 0.384773 3.547808 -0.441437
C3 3.859202 2.910786 4.026048
C4 3.362881 1.484099 4.159482
O10 2.236464 1.230899 3.270594
H11 4.944124 2.912185 4.174808
H12 3.501344 3.586957 4.801943
H13 3.655821 3.319846 3.039083
H14 3.007303 1.272948 5.165768
H15 4.119513 0.754936 3.880236
H16 2.532320 0.707737 2.486635
C5 0.722939 -2.947975 -3.839101
C6 0.849450 -1.473778 -3.546102
O11 -0.279006 -0.992216 -2.790868
H17 0.583743 -3.519429 -2.923432
H18 1.623102 -3.301610 -4.354328
H19 -0.053439 -3.138520 -4.581736
H20 0.848561 -0.894674 -4.470379
H21 1.754965 -1.241361 -2.980168
H22 -0.098231 -1.136517 -1.848218
C7 -3.771247 -3.716306 -2.121898
C8 -3.361029 -3.262419 -0.745571
O12 -4.429103 -2.486949 -0.137444
H23 -2.946952 -4.182778 -2.660322
H24 -4.114362 -2.855847 -2.698176
H25 -4.578744 -4.455424 -2.106958
H26 -2.508290 -2.595215 -0.847721
H27 -3.038218 -4.062741 -0.079425
H28 -5.249942 -2.973201 -0.265324
C9 4.174218 1.529088 0.232066
C10 3.297530 0.337862 -0.080041
O13 2.775623 -0.211183 1.127619
H29 4.794544 1.794986 -0.624496
H30 4.834772 1.395093 1.086974
H31 3.536550 2.402340 0.415731
H32 3.882296 -0.418374 -0.616408
H33 2.474861 0.620210 -0.743991
H34 1.917874 -0.620529 0.933700
C11 0.338541 0.085694 6.849770
C12 0.191334 -0.765883 5.620238
O14 -0.204283 0.093644 4.530156
H35 0.893961 -0.441889 7.626177
H36 -0.613730 0.387650 7.285671
H37 0.891372 0.997386 6.617241
H38 -0.519897 -1.584273 5.717352
H39 1.166759 -1.194506 5.366426
H40 -0.486773 -0.427723 3.768060
C13 -1.937885 0.617698 -5.200161
C14 -1.416882 1.784511 -4.390403
O15 -1.284734 1.417582 -2.997486
H41 -2.780396 0.120676 -4.723121
H42 -1.129325 -0.096722 -5.360146
H43 -2.254171 0.957347 -6.188168
H44 -2.034167 2.679577 -4.421491
H45 -0.430358 2.067046 -4.771966
H46 -0.911288 0.503796 -2.963594
C15 2.350626 -5.607141 0.785698
C16 2.045677 -4.151431 0.615638
O16 0.634092 -4.001053 0.412500
H47 1.596307 -6.088988 1.405025
H48 3.332836 -5.779163 1.228273
H49 2.373398 -6.113858 -0.181012
H50 2.604739 -3.693445 -0.214013
H51 2.346662 -3.529193 1.471698
H52 0.457952 -3.053594 0.388351

Forces on atoms 1 to 6 (eV/Å):
Pt 0.4 -0.6 -0.4
Pd -0.2 0.6 -0.4
Pd 0.0 -0.3 1.4
B 0.1 -0.3 0.1
H 0.0 0.3 0.1
H 0.1 -0.1 -0.2

Results of the Mulliken charge analysis, in e, for atoms 1 through 8: number 1, Pt, carries 4.11; number 2, Pd, carries 0.64; number 3, Pd, carries 0.59; number 4, B, carries 0.99; number 5, H, carries -0.26; number 6, H, carries -0.43; number 7, H, carries -0.21; number 8, H, carries -0.14

***

Number 1: electronic energy -2030.71767 Eh. Number 2: electronic energy -1406.22584 Eh. Number 3: electronic energy -3040.46283 Eh.